No. 1
# AsF6H28O14

AsF6H28O14 as an isolated structure (ωB97M-V/def2-TZVPD, OMol25).

Values from the calculation:
E_LUMO, eV: 2.0602
Frontier orbital gap, eV: 10.487
Total charge: -1
Energy relative to the best compared isomer or geometry (same formula, charge and spin), kJ/mol: 12.9

Cartesian coordinates (Å):
As1 -0.580 1.954 -1.080
F1 -1.076 1.112 -2.639
F2 0.838 2.540 -1.736
F3 -0.194 2.765 0.393
F4 -1.945 1.160 -0.413
F5 0.460 0.614 -0.576
F6 -1.539 3.354 -1.649
O1 -1.830 0.391 -5.091
H1 -2.269 1.193 -4.798
H2 -1.613 -0.035 -4.264
O2 3.286 1.693 3.452
H3 3.241 1.214 4.297
H4 2.435 1.508 2.966
O3 -1.284 -2.159 1.606
H5 -0.724 -2.575 2.257
H6 -0.666 -1.469 1.318
O4 -3.941 -1.041 1.224
H7 -3.325 -1.663 1.624
H8 -3.874 -0.232 1.713
O5 0.943 -3.788 -0.078
H9 0.297 -3.883 0.636
H10 0.575 -3.046 -0.543
O6 0.908 -0.070 2.286
H11 0.762 0.115 1.362
H12 1.660 -0.644 2.296
O7 -0.222 -2.087 -2.150
H13 -1.136 -2.388 -2.024
H14 -0.270 -1.141 -1.981
O8 4.461 0.274 1.047
H15 4.864 0.640 0.275
H16 4.371 0.980 1.703
O9 4.405 0.802 -1.885
H17 3.722 1.528 -1.953
H18 3.939 -0.065 -1.876
O10 -1.838 0.389 3.499
H19 -1.828 -0.216 2.707
H20 -0.867 0.464 3.665
O11 -3.859 -1.419 -1.431
H21 -4.141 -1.215 -0.513
H22 -2.955 -1.621 -1.306
O12 -4.032 1.974 2.055
H23 -3.328 2.008 2.728
H24 -3.449 1.887 1.257
O13 3.057 -1.685 2.423
H25 3.512 -1.092 1.810
H26 2.890 -2.486 1.826
O14 1.024 1.902 -5.037
H27 0.237 1.447 -5.309
H28 0.899 2.112 -4.095


No. 2
# C16H10FeN6O4S2Se

C16H10FeN6O4S2Se as an isolated structure (ωB97M-V/def2-TZVPD, OMol25).

Values from the calculation:
E_LUMO (alpha / beta), eV: -3.8331 / -5.0164
Frontier orbital gap (alpha / beta), eV: 8.452 / 7.258
Total charge: +1
Energy relative to the best compared isomer or geometry (same formula, charge and spin), kJ/mol: 0.0
<S²>: 8.76
Spin multiplicity: 6

Cartesian coordinates (Å):
Fe1 -0.290 -1.099 0.023
S1 5.531 3.974 -0.245
N1 5.555 2.369 -0.211
C1 4.301 1.960 -0.169
C2 3.857 0.589 -0.117
C3 4.717 -0.516 -0.119
C4 4.175 -1.780 -0.070
C5 2.788 -1.921 -0.018
N2 1.971 -0.879 -0.011
C6 2.480 0.361 -0.056
C7 1.530 1.456 -0.041
N3 0.232 1.126 0.027
C8 -0.685 2.083 0.042
C9 -0.355 3.435 -0.006
C10 0.973 3.793 -0.082
C11 1.946 2.790 -0.101
C12 3.365 3.039 -0.166
N4 3.944 4.225 -0.204
H1 5.786 -0.354 -0.155
H2 4.802 -2.660 -0.075
H3 2.317 -2.895 0.015
H4 -1.718 1.757 0.088
H5 -1.137 4.179 0.018
H6 1.281 4.829 -0.127
S2 -1.975 -0.914 -1.561
C13 -3.482 -0.939 -0.730
N5 -4.247 -2.049 -0.823
C14 -5.466 -2.116 -0.276
C15 -5.971 -1.020 0.372
C16 -5.127 0.085 0.473
N6 -3.920 0.126 -0.075
H7 -3.759 -2.903 -1.102
H8 -5.996 -3.054 -0.357
H9 -6.959 -1.035 0.805
H10 -5.423 0.970 1.025
O1 -0.648 -4.599 1.916
Se1 -1.027 -3.530 0.834
O2 -1.221 -1.944 1.481
O3 0.202 -3.107 -0.209
O4 -2.348 -3.831 -0.014


No. 3
# C2HAlO3

C2HAlO3 as an isolated structure (ωB97M-V/def2-TZVPD, OMol25).

Values from the calculation:
E_LUMO (alpha / beta), eV: -19.5145 / -19.5118
Frontier orbital gap (alpha / beta), eV: 7.525 / 10.140
Total charge: +3
Energy relative to the best compared isomer or geometry (same formula, charge and spin), kJ/mol: 0.0
<S²>: 0.75
Spin multiplicity: 2

Cartesian coordinates (Å):
O1 0.132 -0.608 1.415
O2 -0.685 2.329 0.800
O3 0.260 -0.751 -0.644
C1 -0.356 1.366 0.244
C2 0.342 0.091 0.421
Al1 0.255 -0.796 -2.322
H1 0.053 -1.630 0.085


No. 4
# C44H66ClCsFKN7O14S3

C44H66ClCsFKN7O14S3 as an isolated structure (ωB97M-V/def2-TZVPD, OMol25).

Values from the calculation:
E_LUMO, eV: -2.2822
Frontier orbital gap, eV: 1.785
Total charge: -1

Cartesian coordinates (Å):
C1 -0.247 -0.619 -7.491
C2 -0.068 -0.089 -5.992
C3 -0.240 -1.300 -5.003
C4 -0.491 -1.017 -3.547
C5 -0.108 -2.326 -2.744
C6 -0.213 -3.641 -3.261
C7 0.157 -4.770 -2.538
N1 0.025 -6.033 -3.096
C8 0.626 -4.571 -1.242
C9 0.719 -3.298 -0.742
C10 0.363 -2.158 -1.430
C11 0.442 -0.787 -0.824
C12 -0.815 -0.549 0.018
C13 -1.005 0.923 0.374
S1 -1.480 1.383 2.062
C14 -0.001 1.658 3.009
S2 0.978 0.485 3.519
N2 0.168 3.066 3.239
C15 1.065 3.666 2.305
C16 1.097 5.042 2.218
C17 1.897 5.694 1.310
C18 2.727 4.994 0.450
C19 2.712 3.608 0.533
C20 1.885 2.963 1.436
C21 0.499 3.360 4.618
C22 -0.462 3.028 5.567
C23 -0.247 3.209 6.914
C24 0.972 3.763 7.368
C25 1.897 4.107 6.405
C26 1.675 3.898 5.052
C27 1.255 -3.467 0.656
O1 1.272 -2.691 1.575
N3 1.768 -4.762 0.722
C28 2.048 -5.336 2.017
C29 3.542 -5.251 2.394
C30 3.714 -4.534 3.697
N4 4.741 -3.525 3.817
O2 3.016 -4.791 4.639
C31 1.051 -5.558 -0.214
O3 0.802 -6.710 -0.150
H1 -1.242 -1.120 -7.629
H2 0.529 -1.389 -7.727
H3 -0.158 0.174 -8.218
H4 0.974 0.204 -5.928
H5 -0.733 0.736 -5.771
H6 -1.148 -1.855 -5.317
H7 0.667 -1.945 -5.127
H8 0.212 -0.248 -3.263
H9 -1.503 -0.699 -3.329
H10 -0.589 -3.891 -4.260
H11 0.165 -6.753 -2.382
H12 -0.910 -6.144 -3.470
H13 1.286 -0.664 -0.148
H14 0.447 -0.038 -1.599
H15 -0.871 -1.235 0.855
H16 -1.656 -0.806 -0.628
H17 -0.144 1.542 0.149
H18 -1.837 1.277 -0.222
H19 0.479 5.631 2.877
H20 1.914 6.770 1.261
H21 3.394 5.464 -0.254
H22 3.344 2.970 -0.112
H23 1.910 1.886 1.440
H24 -1.389 2.587 5.236
H25 -1.005 2.903 7.617
H26 1.175 3.902 8.415
H27 2.845 4.545 6.677
H28 2.443 4.167 4.346
H29 1.491 -4.867 2.820
H30 1.789 -6.386 2.028
H31 4.145 -4.823 1.603
H32 3.938 -6.251 2.560
H33 5.469 -3.925 4.402
H34 4.319 -2.800 4.390
Cs1 3.909 2.606 -2.027
C32 -1.402 3.956 -1.757
O4 -0.338 3.944 -2.562
H35 -1.264 4.548 -0.811
H36 -2.327 4.400 -2.183
H37 -1.739 2.966 -1.373
O5 6.312 5.354 -5.943
H38 6.909 6.131 -5.737
H39 6.782 4.470 -5.779
H40 5.948 5.408 -6.874
C33 0.118 -1.096 10.420
C34 1.257 -0.178 9.950
C35 0.630 1.165 9.534
S3 -0.854 1.329 10.535
O6 -1.997 1.307 9.657
O7 -0.666 2.376 11.508
C36 -0.740 -0.254 11.355
H41 0.494 -1.986 10.921
H42 -0.471 -1.417 9.559
H43 1.962 -0.018 10.768
H44 1.809 -0.621 9.123
H45 1.289 2.002 9.741
H46 0.334 1.181 8.489
H47 -1.737 -0.656 11.516
H48 -0.241 -0.092 12.310
C37 -2.524 0.989 -5.313
C38 -3.461 -0.007 -4.627
N5 -4.473 0.632 -3.805
C39 -5.183 -0.273 -2.930
C40 -6.053 -1.370 -3.564
C41 -5.294 1.611 -4.498
C42 -6.102 1.122 -5.711
H49 -2.054 1.639 -4.587
H50 -1.738 0.453 -5.842
H51 -3.046 1.600 -6.048
H52 -2.845 -0.646 -3.977
H53 -3.907 -0.674 -5.385
H54 -5.804 0.314 -2.245
H55 -4.438 -0.765 -2.290
H56 -6.983 -0.971 -3.964
H57 -6.324 -2.110 -2.803
H58 -5.531 -1.898 -4.362
H59 -4.645 2.427 -4.821
H60 -5.977 2.076 -3.778
H61 -5.533 0.469 -6.370
H62 -6.419 1.977 -6.311
H63 -7.009 0.599 -5.404
C43 8.207 1.707 3.131
C44 7.255 2.207 2.155
N6 6.522 2.612 1.375
H64 8.697 2.543 3.627
H65 7.690 1.104 3.870
H66 8.958 1.097 2.634
N7 -1.825 -8.392 -1.876
O8 -2.346 -9.366 -1.335
O9 -0.830 -7.818 -1.343
O10 -2.273 -7.944 -2.962
K1 -1.094 -3.009 -6.302
O11 -4.137 1.275 -8.710
Cl1 -4.944 0.585 -9.687
O12 -5.466 -0.636 -9.106
O13 -4.135 0.259 -10.843
O14 -6.045 1.432 -10.093
F1 -0.348 2.343 -5.172


| no. | E_tot (a.u.) | strongest force on any atom (eV Å⁻¹) |
| --- | --- | --- |
| 1 | -3905.4042 | 2.54 |
| 2 | -5706.5115 | 1.32 |
| 3 | -543.3017 | 9.16 |
| 4 | -5526.6209 | 9.49 |